(1)
Entry from OMol25: 13 unconnected molecules or ions with the total composition C78H195N13O26 (ωB97M-V/def2-TZVPD).

The calculation puts the HOMO energy at -7.9 eV. The relative energy (zero: lowest compared OMol25 entry of this formula, charge and spin) comes out at 282.5 kcal/mol. As for the molar mass: 1731.48 g mol⁻¹. The charge is 0. As for the calculated total energy: -5755.8009 a.u.

Structure (XYZ):
```
312
C78H195N13O26 (ωB97M-V/def2-TZVPD)
C -6.089 0.959 -6.043
O -4.789 0.646 -6.401
C -3.956 1.731 -6.191
C -2.506 1.175 -6.206
N -1.606 2.307 -5.946
C -1.429 3.007 -4.663
C -0.445 4.221 -4.782
O 0.986 3.970 -5.090
C 1.653 3.257 -4.042
H -6.172 1.051 -4.960
H -6.481 -0.042 -6.224
H -6.527 1.845 -6.502
H -4.171 2.452 -5.402
H -4.001 2.292 -7.124
H -2.285 0.719 -7.171
H -2.521 0.539 -5.320
H -1.187 2.732 -6.761
H -1.158 2.274 -3.903
H -2.400 3.454 -4.450
H -0.349 4.553 -3.749
H -0.772 5.010 -5.460
H 2.680 3.232 -4.408
H 1.254 2.257 -3.877
H 1.734 3.882 -3.152
C -8.312 -3.105 1.909
O -8.168 -1.900 1.079
C -9.365 -1.488 0.475
C -9.207 -0.235 -0.457
N -8.586 -0.508 -1.691
C -7.981 0.631 -2.417
C -6.669 1.114 -1.657
O -5.650 0.045 -1.830
C -4.332 0.399 -1.537
H -8.576 -2.751 2.905
H -7.336 -3.544 2.113
H -9.018 -3.866 1.578
H -10.041 -1.445 1.329
H -9.821 -2.335 -0.038
H -8.727 0.530 0.153
H -10.229 0.119 -0.595
H -7.996 -1.293 -1.454
H -8.750 1.402 -2.475
H -7.767 0.234 -3.409
H -6.828 1.224 -0.584
H -6.126 1.969 -2.060
H -4.058 1.381 -1.922
H -3.633 -0.296 -2.003
H -4.154 0.165 -0.488
C -3.679 -2.883 -3.172
O -3.991 -3.265 -4.527
C -4.060 -2.123 -5.367
C -4.443 -2.540 -6.750
N -4.027 -1.773 -7.929
C -4.453 -2.133 -9.286
C -6.023 -1.781 -9.580
O -6.419 -2.043 -10.923
C -7.512 -1.329 -11.354
H -3.986 -3.697 -2.515
H -4.360 -2.053 -2.979
H -2.679 -2.533 -2.918
H -3.023 -1.792 -5.312
H -4.721 -1.341 -4.994
H -5.514 -2.632 -6.566
H -4.307 -3.609 -6.919
H -4.042 -0.785 -7.721
H -4.206 -3.125 -9.665
H -3.876 -1.406 -9.857
H -6.039 -0.732 -9.283
H -6.534 -2.256 -8.742
H -7.559 -1.400 -12.441
H -7.302 -0.260 -11.407
H -8.472 -1.531 -10.880
C 2.662 -8.992 -0.405
O 4.028 -9.421 -0.518
C 4.435 -10.595 0.210
C 5.125 -10.292 1.578
N 4.257 -9.531 2.486
C 3.124 -10.294 2.949
C 2.121 -9.310 3.725
O 1.408 -8.637 2.743
C 0.517 -7.613 3.291
H 2.423 -8.373 0.459
H 1.917 -9.786 -0.463
H 2.294 -8.349 -1.205
H 5.150 -11.229 -0.313
H 3.594 -11.257 0.417
H 6.093 -9.790 1.578
H 5.238 -11.188 2.188
H 3.759 -8.944 1.833
H 3.346 -11.046 3.706
H 2.632 -10.674 2.053
H 2.700 -8.674 4.395
H 1.441 -9.848 4.385
H -0.157 -7.205 2.538
H 1.063 -6.806 3.779
H -0.222 -8.035 3.973
C -4.909 -2.837 0.796
O -4.008 -1.923 1.570
C -3.780 -2.398 2.886
C -2.570 -1.612 3.511
N -2.624 -0.187 3.376
C -3.639 0.290 4.331
C -3.610 1.828 4.286
O -4.423 2.307 5.439
C -4.646 3.654 5.484
H -5.721 -2.251 0.367
H -5.366 -3.526 1.506
H -4.289 -3.393 0.093
H -3.577 -3.462 2.767
H -4.679 -2.337 3.498
H -1.684 -1.698 2.883
H -2.290 -1.866 4.534
H -2.971 0.033 2.453
H -3.329 -0.099 5.301
H -4.667 -0.034 4.165
H -4.133 2.241 3.424
H -2.653 2.277 4.554
H -4.556 4.111 6.470
H -5.605 3.879 5.018
H -3.866 4.276 5.045
C 1.064 3.569 -17.448
O 0.512 3.124 -16.163
C -0.772 2.513 -16.423
C -1.237 2.014 -15.118
N -1.637 3.067 -14.181
C -0.870 3.324 -12.901
C -0.948 2.229 -11.757
O -0.521 2.592 -10.438
C -0.876 1.639 -9.383
H 0.415 4.223 -18.031
H 1.579 2.831 -18.063
H 1.877 4.244 -17.177
H -0.668 1.652 -17.083
H -1.555 3.185 -16.774
H -0.608 1.192 -14.774
H -2.127 1.428 -15.347
H -1.607 3.966 -14.641
H -1.087 4.293 -12.452
H 0.169 3.381 -13.225
H -0.473 1.279 -12.003
H -2.025 2.130 -11.623
H -1.871 1.217 -9.528
H -1.040 2.257 -8.501
H -0.200 0.817 -9.146
C 6.269 -2.533 2.495
O 5.881 -1.343 1.933
C 6.496 -0.123 2.573
C 5.387 0.991 2.955
N 4.419 1.379 1.964
C 3.437 2.357 2.500
C 3.905 3.778 3.000
O 4.701 3.746 4.173
C 4.403 4.516 5.318
H 7.354 -2.508 2.401
H 5.885 -3.422 1.995
H 5.961 -2.652 3.534
H 7.085 0.364 1.796
H 7.024 -0.358 3.497
H 6.008 1.845 3.228
H 5.002 0.619 3.905
H 4.150 0.533 1.481
H 3.145 1.751 3.357
H 2.490 2.449 1.968
H 3.100 4.500 3.134
H 4.380 4.256 2.143
H 3.501 4.063 5.731
H 4.260 5.548 4.999
H 5.252 4.552 6.001
C 2.234 -2.852 4.216
O 1.318 -2.132 3.406
C 2.068 -1.415 2.423
C 1.228 -0.410 1.517
N 0.424 -1.154 0.636
C -0.435 -0.425 -0.255
C 0.164 0.498 -1.304
O -0.353 0.426 -2.650
C 0.320 -0.454 -3.539
H 1.431 -3.391 4.718
H 2.611 -2.199 5.003
H 2.866 -3.623 3.773
H 2.531 -2.125 1.737
H 2.719 -0.803 3.047
H 1.796 0.303 0.919
H 0.532 0.114 2.171
H -0.125 -1.727 1.261
H -1.163 0.168 0.300
H -1.139 -1.025 -0.831
H 1.244 0.443 -1.441
H -0.175 1.505 -1.060
H 0.441 -1.467 -3.154
H 1.321 -0.039 -3.662
H -0.213 -0.396 -4.488
C -1.907 -1.974 7.642
O -1.289 -0.732 7.855
C -1.942 -0.044 8.996
C -1.835 1.445 8.447
N -0.465 1.773 8.318
C -0.196 2.792 7.355
C 1.299 2.778 6.959
O 1.344 2.347 5.588
C 0.903 1.046 5.377
H -2.764 -1.827 6.984
H -2.010 -2.559 8.556
H -1.108 -2.472 7.094
H -1.425 -0.216 9.940
H -2.990 -0.245 9.219
H -2.193 2.151 9.195
H -2.346 1.627 7.501
H -0.080 0.923 7.933
H -0.277 3.805 7.747
H -0.819 2.826 6.461
H 1.812 2.083 7.624
H 1.826 3.732 6.993
H 1.206 0.958 4.334
H -0.181 0.953 5.437
H 1.333 0.253 5.990
C 1.903 6.675 -10.056
O 1.106 6.379 -8.976
C 1.699 5.561 -7.995
C 2.297 4.237 -8.538
N 2.511 3.329 -7.376
C 2.374 1.901 -7.703
C 2.554 1.088 -6.447
O 3.004 -0.253 -6.891
C 3.757 -1.068 -5.954
H 2.716 5.971 -10.232
H 2.236 7.701 -9.899
H 1.210 6.628 -10.896
H 0.991 5.441 -7.175
H 2.575 6.110 -7.649
H 3.228 4.397 -9.083
H 1.593 3.810 -9.251
H 1.854 3.611 -6.662
H 3.091 1.697 -8.499
H 1.361 1.796 -8.092
H 1.610 1.025 -5.906
H 3.265 1.527 -5.746
H 3.959 -2.101 -6.238
H 3.281 -1.107 -4.974
H 4.756 -0.709 -5.704
C 5.828 -2.441 6.386
O 4.564 -2.989 6.641
C 4.648 -4.181 7.468
C 3.264 -4.817 7.540
N 2.347 -3.926 8.309
C 1.180 -4.671 8.682
C 0.308 -5.297 7.575
O -0.965 -5.620 8.295
C -1.927 -6.248 7.525
H 6.468 -3.162 5.877
H 6.177 -2.120 7.367
H 5.841 -1.517 5.808
H 5.003 -3.844 8.442
H 5.398 -4.797 6.972
H 3.293 -5.799 8.010
H 2.926 -5.046 6.529
H 2.192 -3.161 7.668
H 0.659 -3.893 9.241
H 1.431 -5.393 9.459
H 0.755 -6.132 7.035
H 0.086 -4.630 6.742
H -1.923 -5.698 6.584
H -2.958 -6.040 7.813
H -1.577 -7.228 7.200
C 5.050 1.028 6.984
O 4.338 1.235 8.169
C 5.364 1.590 9.089
C 4.673 2.034 10.372
N 5.531 2.554 11.328
C 4.732 3.007 12.480
C 5.399 4.181 13.304
O 5.329 5.424 12.633
C 6.063 6.382 13.355
H 4.364 0.446 6.369
H 5.946 0.408 7.033
H 5.309 1.908 6.395
H 6.030 2.353 8.685
H 6.033 0.747 9.259
H 4.210 1.134 10.775
H 3.914 2.747 10.048
H 6.173 1.828 11.613
H 4.506 2.119 13.070
H 3.825 3.497 12.125
H 6.470 3.982 13.287
H 4.957 4.352 14.285
H 7.099 6.086 13.521
H 5.557 6.606 14.294
H 6.040 7.313 12.788
C -1.040 2.833 1.708
O -1.382 3.167 0.389
C -1.706 4.451 0.079
C -0.506 5.262 0.343
N 0.733 4.905 -0.307
C 2.013 5.404 0.330
C 3.237 4.881 -0.514
O 3.103 3.472 -0.479
C 4.251 2.800 -0.935
H 0.037 2.881 1.868
H -1.306 1.790 1.878
H -1.521 3.512 2.412
H -2.687 4.781 0.420
H -1.993 4.290 -0.960
H -0.232 5.283 1.398
H -0.730 6.288 0.050
H 0.850 3.928 -0.536
H 2.058 5.103 1.377
H 1.972 6.492 0.299
H 4.124 5.273 -0.016
H 3.381 5.370 -1.477
H 4.459 3.041 -1.978
H 4.046 1.746 -0.751
H 5.187 3.036 -0.429
```

***

(2)
Entry from OMol25: a molecular structure, C78H59F11O8Pd (ωB97M-V/def2-TZVPD).

The calculation puts the HOMO energy (spin up / spin down) at -5.4 / -5.1 eV. As for the molar mass: 1439.72 g mol⁻¹. The charge is -1. The expectation value of S² is 3.840. As for the calculated total energy: -4835.7052 a.u. Its multiplicity is 4.

Structure (XYZ):
```
157
C78H59F11O8Pd (ωB97M-V/def2-TZVPD)
Pd 1.977 2.012 1.786
C -0.197 -1.416 0.769
C 0.192 -0.082 1.213
C -0.453 1.147 0.504
O 0.078 2.162 0.851
C -1.578 0.931 -0.383
C -2.015 -0.325 -0.560
C -1.312 -1.563 -0.018
O -1.531 -2.816 -0.295
O -3.185 -0.398 -1.099
O 1.147 0.116 1.995
H 0.317 -2.292 1.137
H -2.092 1.760 -0.846
C -5.151 7.204 -2.215
C -4.237 8.263 -1.897
C -2.864 7.838 -1.258
O -2.147 8.733 -0.835
C -2.503 6.409 -1.378
C -3.408 5.499 -1.777
C -4.806 5.907 -2.141
O -5.675 5.054 -2.484
O -3.014 4.235 -1.806
O -4.436 9.473 -2.046
H -6.124 7.402 -2.640
H -1.531 6.125 -1.000
F 2.513 3.689 0.094
C 2.324 4.327 -1.063
C 1.051 4.753 -1.403
C 0.807 5.539 -2.517
C 1.907 5.803 -3.355
C 3.197 5.250 -3.113
C 3.373 4.535 -1.941
H 0.232 4.447 -0.768
H -0.191 5.862 -2.775
H 1.706 6.485 -4.168
H 4.005 5.308 -3.827
H 4.384 4.197 -1.766
F -2.035 -2.964 -3.119
C -1.089 -3.089 -4.079
C -1.327 -2.727 -5.420
C -0.339 -2.841 -6.373
C 0.939 -3.304 -5.999
C 1.195 -3.729 -4.712
C 0.182 -3.620 -3.768
H -2.307 -2.350 -5.670
H -0.499 -2.591 -7.411
H 1.701 -3.361 -6.761
H 2.110 -4.207 -4.394
H 0.364 -3.887 -2.737
F 2.863 -6.238 -2.749
C 2.895 -5.329 -1.746
C 2.162 -5.577 -0.566
C 2.208 -4.607 0.416
C 2.870 -3.420 0.165
C 3.601 -3.101 -0.972
C 3.564 -4.135 -1.921
H 1.686 -6.536 -0.427
H 1.694 -4.719 1.360
H 2.729 -2.661 0.921
H 4.237 -2.241 -1.121
H 4.137 -3.975 -2.823
F 1.490 1.949 3.995
C 0.820 2.302 5.147
C 1.219 3.382 5.840
C 0.593 3.714 7.054
C -0.382 2.857 7.556
C -0.719 1.639 6.869
C -0.119 1.374 5.641
H 2.000 3.998 5.420
H 0.850 4.569 7.660
H -0.852 3.061 8.507
H -1.415 0.929 7.290
H -0.325 0.443 5.133
F 0.448 -5.718 6.605
C 0.955 -4.668 5.841
C 0.074 -3.839 5.190
C 0.491 -2.811 4.322
C 1.893 -2.652 4.170
C 2.807 -3.559 4.731
C 2.341 -4.506 5.650
H -0.976 -4.006 5.380
H -0.238 -2.141 3.892
H 2.244 -1.941 3.436
H 3.877 -3.420 4.679
H 3.031 -5.162 6.161
F 2.758 1.171 0.038
C 3.009 1.018 -1.270
C 4.298 1.270 -1.724
C 4.765 0.780 -2.941
C 3.866 -0.001 -3.723
C 2.536 -0.203 -3.307
C 2.126 0.326 -2.076
H 4.924 1.710 -0.961
H 5.761 0.996 -3.298
H 4.071 -0.453 -4.683
H 1.827 -0.772 -3.890
H 1.169 0.255 -1.580
F 1.162 4.104 2.604
C 1.191 5.395 2.159
C 0.117 5.927 1.489
C 0.122 7.322 1.150
C 1.341 8.024 1.267
C 2.430 7.409 1.882
C 2.332 6.105 2.431
H -0.732 5.263 1.414
H -0.790 7.694 0.707
H 1.321 9.038 0.896
H 3.397 7.866 2.030
H 3.116 5.683 3.042
F -3.320 -4.911 1.145
C -2.576 -5.789 1.889
C -1.238 -5.498 2.236
C -0.500 -6.398 2.983
C -1.123 -7.510 3.495
C -2.499 -7.804 3.227
C -3.137 -6.943 2.329
H -0.792 -4.555 1.956
H 0.547 -6.204 3.163
H -0.569 -8.203 4.111
H -3.026 -8.609 3.716
H -4.179 -7.094 2.087
F -2.245 -5.650 -0.951
C -1.479 -6.718 -1.356
C -1.188 -7.807 -0.497
C -0.369 -8.873 -1.021
C 0.208 -8.806 -2.330
C -0.085 -7.668 -3.111
C -0.971 -6.693 -2.664
H -1.589 -7.930 0.498
H -0.188 -9.770 -0.446
H 0.840 -9.613 -2.670
H 0.150 -7.744 -4.163
H -1.373 -5.917 -3.298
F -4.370 1.859 0.348
C -4.151 2.075 1.730
C -3.313 3.076 2.190
C -2.899 3.121 3.593
C -3.602 2.300 4.428
C -4.534 1.372 3.963
C -4.748 1.220 2.624
H -2.801 3.640 1.425
H -2.102 3.780 3.904
H -3.527 2.467 5.492
H -5.016 0.710 4.667
H -5.319 0.368 2.283
F -2.504 1.429 -3.827
C -1.419 1.786 -4.509
C -0.553 2.644 -3.921
C 0.697 2.880 -4.527
C 0.957 2.331 -5.810
C -0.049 1.606 -6.497
C -1.212 1.271 -5.795
H -0.782 2.975 -2.918
H 1.445 3.435 -3.981
H 1.877 2.515 -6.345
H -0.024 1.219 -7.505
H -1.875 0.540 -6.235
```